Run one
Formula: CH4S3
Source: OMol25
Level of theory: ωB97M-V/def2-TZVPD

Results
Gap between HOMO and LUMO: 9.02 eV
LUMO: 0.007 Eh

The geometry in XYZ format:
```
8
CH4S3, DFT ωB97M-V/def2-TZVPD
C -0.09522 -0.04028 -0.25162
S 1.46603 0.31636 0.38966
S -1.44519 1.05393 0.28036
S -0.58864 -1.75947 0.05076
H -0.29791 -0.06604 -1.72620
H 2.04839 1.22158 -0.35516
H -2.16869 0.85654 -0.83192
H -1.51023 -1.57972 1.03466
```

***

Run two
Formula: CH4S3
Source: OMol25
Level of theory: ωB97M-V/def2-TZVPD

Results
Gap between HOMO and LUMO (spin up / spin down): 6.42 / 6.42 eV
LUMO (spin up / spin down): -0.088 / -0.088 Eh

The geometry in XYZ format:
```
8
CH4S3, DFT ωB97M-V/def2-TZVPD
C -0.62897 -0.29574 -0.31208
S 2.33739 1.19415 0.49805
S -1.13626 0.13089 1.34595
S 1.22292 1.97561 1.91430
H 0.40050 0.05598 -0.45937
H -1.28507 0.18206 -1.03574
H -0.65096 -1.37599 -0.42485
H 2.81130 0.08405 1.11068
```

***

Short version: run two, run one, most stable first.